A) Here is an isolated ion of composition C4H7N2 and charge +1 from OMol25. Energies are from ωB97M-V/def2-TZVPD.

Output
Structure (SMILES) ... CC/C=[N+]1C=N/1
Net charge ... +1
HOMO-LUMO gap ... 10.969 eV

Atoms and positions in Å:
1 C -0.280 -1.577 0.657
2 C 0.957 -0.830 0.119
3 C 0.652 0.725 0.098
4 N -0.302 1.208 -0.537
5 C -1.198 2.188 -0.919
6 N -1.462 1.166 -1.562
7 H -1.084 -1.345 0.031
8 H 0.033 -2.639 0.659
9 H -0.567 -1.332 1.708
10 H 1.893 -0.925 0.741
11 H 1.376 -1.278 -0.889
12 H 1.217 1.395 0.715
13 H -1.236 3.243 -0.821

***

B) Here is an isolated ion of composition C4H7N2 and charge +1 from OMol25. Energies are from ωB97M-V/def2-TZVPD.

Output
Structure (SMILES) ... C/[NH+]=C1/[C@@H]2CN12
Net charge ... +1
HOMO-LUMO gap ... 10.542 eV

Atoms and positions in Å:
1 C 2.305 -0.436 -0.029
2 N 1.180 0.491 -0.144
3 C -0.267 0.213 -0.126
4 C -1.529 0.730 -0.291
5 C -2.325 -0.307 0.286
6 N -1.121 -0.827 -0.422
7 H 3.053 -0.094 0.842
8 H 1.833 -1.453 0.401
9 H 2.930 -0.705 -0.992
10 H 1.362 1.433 0.104
11 H -1.746 1.574 -0.954
12 H -2.319 -0.305 1.425
13 H -3.355 -0.313 -0.101

***

C) Here is an isolated ion of composition C4H7N2 and charge +1 from OMol25. Energies are from ωB97M-V/def2-TZVPD.

Output
Structure (SMILES) ... [H]/N=C(/C)[N+]#CC
Net charge ... +1
HOMO-LUMO gap ... 11.751 eV

Atoms and positions in Å:
1 H -2.875 1.603 -0.864
2 N -1.981 1.928 -0.775
3 C -0.983 1.557 -0.290
4 C 0.281 2.169 0.008
5 N -0.822 -0.221 -0.111
6 C -0.215 -1.111 0.310
7 C 0.225 -2.420 0.679
8 H 0.681 1.682 0.875
9 H 1.134 1.937 -0.699
10 H 0.096 3.305 0.073
11 H 0.142 -2.622 1.736
12 H 1.342 -2.462 0.679
13 H -0.267 -3.072 -0.037

***

D) Here is C4H7N2 as an isolated structure from OMol25. Energies are from ωB97M-V/def2-TZVPD.

Output
Net charge ... +1
HOMO-LUMO gap ... 10.162 eV

Atoms and positions in Å:
1 C 1.515 -0.067 -0.391
2 C 0.600 0.053 1.938
3 C -0.297 0.291 -1.644
4 C -0.961 -0.233 -0.381
5 N 1.120 0.059 -1.575
6 N 0.521 0.009 0.689
7 H 2.476 -0.213 -0.068
8 H -0.328 -0.309 2.417
9 H 1.659 0.015 2.297
10 H -0.534 -0.100 -2.689
11 H -0.668 1.355 -1.743
12 H -1.674 0.388 0.115
13 H -0.946 -1.289 -0.190

***

It is A) that is the least stable of them.